Below is 2 unconnected molecules or ions with the total composition C4H12N3O in a non-equilibrium geometry, with properties calculated with ωB97M-V/def2-TZVPD.

Element x y z (Å)
1 C 1.881 1.133 0.681
2 C 0.667 0.319 -1.377
3 C 0.593 -0.940 0.780
4 C 1.010 0.092 0.058
5 N -2.719 0.434 -0.018
6 N -0.309 -1.975 0.257
7 N -3.851 0.988 0.179
8 O -2.677 -0.799 0.119
9 H 2.854 1.149 0.193
10 H 1.434 2.116 0.554
11 H 2.028 0.948 1.741
12 H 1.578 0.505 -1.944
13 H 0.052 1.215 -1.460
14 H 0.133 -0.504 -1.844
15 H 0.862 -1.065 1.815
16 H -1.291 -1.526 0.126
17 H -0.390 -2.748 0.917
18 H -4.697 0.454 0.412
19 H 0.011 -2.337 -0.646
20 H -3.917 1.988 0.059

Atomic forces in eV per Å
0.0536 -0.1561 0.1545
-0.0053 -0.0413 -0.0192
0.3094 0.2913 0.0890
-0.1155 -0.1524 -0.0225
0.7855 -0.2846 -0.0734
-0.4344 0.2793 -0.2573
-0.9688 -0.2727 0.1596
-0.6867 0.6485 0.0400
0.0638 0.0314 -0.0557
-0.0380 0.1239 -0.0179
0.0471 0.0412 0.0910
0.0296 -0.0099 -0.0567
-0.0662 0.0276 -0.0377
-0.0773 -0.0297 -0.0939
-0.0477 -0.1030 0.1232
0.4446 -0.2567 0.0252
0.0414 0.0101 -0.1616
0.4737 -0.0481 -0.0694
-0.0705 -0.0418 0.2314
0.2616 -0.0568 -0.0486

The LUMO energy comes out at -3.23 eV. The calculation puts the calculated total energy at -10852.04371 eV. Its energy relative to the best compared isomer or geometry (same formula, charge and spin) is 294.2 kJ/mol. The calculation puts the orbital gap at 10.317 eV. Its net charge is +1.

List of Mulliken charges in e, atom by atom: atom 1 (C): -1.321, atom 2 (C): -1.276, atom 3 (C): -0.719, atom 4 (C): 0.979, atom 5 (N): 0.429, atom 6 (N): -0.128, atom 7 (N): -0.385, atom 8 (O): -0.594, atom 9 (H): 0.341, atom 10 (H): 0.336, atom 11 (H): 0.367, atom 12 (H): 0.395, atom 13 (H): 0.323, atom 14 (H): 0.328, atom 15 (H): 0.317, atom 16 (H): 0.313, atom 17 (H): 0.389, atom 18 (H): 0.258, atom 19 (H): 0.389, atom 20 (H): 0.262

---

Below is 7 unconnected molecules or ions with the total composition C18H48BF4O18P4 in a non-equilibrium geometry, with properties calculated with ωB97M-V/def2-TZVPD.

Element x y z (Å)
1 B -0.036 -0.986 -0.638
2 F 0.497 -0.394 -1.840
3 F 0.598 -2.207 -0.387
4 F 0.245 -0.088 0.326
5 F -1.367 -1.218 -0.784
6 C -2.564 1.163 -3.793
7 C -2.693 2.387 -2.878
8 O -2.988 3.481 -3.328
9 C -2.525 2.150 -1.364
10 H -2.121 0.212 -3.273
11 H -2.179 1.686 -4.541
12 H -3.532 0.940 -4.227
13 H -3.299 1.256 -1.237
14 H -2.931 2.977 -0.843
15 H -1.553 1.787 -1.107
16 C 1.401 -5.240 -0.089
17 C 2.755 -5.811 -0.139
18 O 3.075 -6.991 0.162
19 C 3.850 -4.695 -0.442
20 H 1.312 -4.546 0.809
21 H 0.784 -6.109 -0.017
22 H 1.286 -4.850 -1.148
23 H 4.788 -5.113 -0.649
24 H 4.051 -4.004 0.313
25 H 3.972 -4.015 -1.336
26 C 1.256 7.176 3.126
27 O 0.663 6.777 1.885
28 P 1.313 5.694 0.949
29 O 2.734 5.989 0.755
30 O 1.253 4.289 1.792
31 C 1.008 3.070 1.009
32 O 0.571 5.578 -0.493
33 C 0.567 6.804 -1.267
34 H 0.513 7.391 3.813
35 H 1.879 7.931 2.937
36 H 1.728 6.407 3.558
37 H 0.048 3.239 0.622
38 H 0.791 2.281 1.841
39 H 1.914 3.071 0.391
40 H -0.063 6.647 -2.024
41 H 1.504 6.834 -1.454
42 H 0.459 7.879 -0.926
43 C -5.995 1.605 -1.074
44 O -5.802 0.234 -0.864
45 P -6.289 -0.969 -1.895
46 O -7.746 -1.062 -1.881
47 O -5.968 -0.277 -3.410
48 C -6.354 -1.099 -4.588
49 O -5.449 -2.354 -1.856
50 C -4.093 -2.299 -1.395
51 H -5.761 2.030 -0.030
52 H -7.027 1.812 -1.449
53 H -5.335 1.898 -2.013
54 H -5.843 -0.493 -5.387
55 H -7.467 -0.959 -4.525
56 H -5.671 -1.950 -4.654
57 H -4.252 -1.724 -0.342
58 H -3.518 -1.679 -2.065
59 H -3.621 -3.456 -1.536
60 C 4.122 -0.862 2.378
61 O 4.046 0.300 1.722
62 P 4.911 0.672 0.363
63 O 6.387 0.828 0.727
64 O 4.914 -0.365 -0.788
65 C 3.712 -0.757 -1.396
66 O 4.284 2.037 -0.276
67 C 5.145 3.031 -0.707
68 H 3.194 -0.792 3.037
69 H 5.015 -1.087 2.840
70 H 4.095 -1.766 1.747
71 H 3.907 -1.666 -1.900
72 H 3.641 -0.072 -2.209
73 H 2.882 -0.487 -0.706
74 H 5.668 3.583 0.135
75 H 4.856 3.839 -1.261
76 H 6.066 2.696 -1.222
77 C -1.736 -3.507 1.669
78 O -1.844 -3.809 3.004
79 P -0.508 -3.810 3.868
80 O -0.772 -4.560 5.111
81 O 0.622 -4.481 2.994
82 C 1.782 -4.954 3.560
83 O 0.211 -2.387 4.326
84 C 0.425 -1.365 3.405
85 H -1.415 -4.244 0.986
86 H -1.371 -2.546 1.368
87 H -2.510 -3.350 1.122
88 H 1.701 -5.889 4.311
89 H 2.153 -4.188 4.355
90 H 2.567 -5.213 2.977
91 H 0.705 -1.541 2.419
92 H 0.999 -0.483 3.702
93 H -0.584 -0.914 3.214

Atomic forces in eV per Å
1.5145 -0.1417 -1.9885
-0.2391 -0.4766 -0.1206
0.3930 -0.4267 0.1563
0.1509 1.2371 2.1329
-1.8557 -0.1454 -0.1161
-1.5896 -1.9117 4.2105
-0.4485 -0.0948 1.2533
0.2468 -0.7487 0.1110
-2.6393 -2.4338 -1.9718
-0.3012 2.0692 -1.4091
3.0908 0.9633 -3.8438
-0.6240 -0.2780 0.4983
1.7549 1.5241 0.2117
0.1348 0.9104 0.7246
0.5943 -0.1236 0.3283
0.0916 -0.1522 -0.7762
2.8489 -1.0063 1.0191
-0.8881 3.6729 -1.2225
0.2903 -0.7758 -2.1509
-0.1507 -0.4986 -1.7226
-1.0431 -0.3072 0.4573
-0.3460 0.5004 1.5930
1.5293 -1.6334 0.4979
-0.3307 0.8680 1.9195
-2.0218 -0.6614 0.3093
-2.3618 -1.1377 -1.8202
-1.7561 -0.1452 -0.5569
2.4580 -1.6053 0.6502
0.6046 0.5725 -0.5206
-1.4628 1.8996 -0.9435
0.5517 -0.0114 3.2697
-1.6066 0.5303 3.2983
-1.9929 1.2114 3.4195
-1.8464 0.9859 0.9480
2.4249 3.0849 -0.5228
2.2559 -3.0562 1.2889
-0.9638 -0.2436 -1.6846
1.2633 0.9295 -1.8927
-0.7555 -1.3854 -0.2890
-2.1781 -0.6562 -3.0812
6.3511 0.3971 -2.8281
-0.9538 -1.4914 1.2110
0.4449 1.1934 -1.6027
0.6999 -4.1128 -0.8306
-0.6925 2.9068 -2.8499
-0.3224 -1.2306 0.8026
1.0991 -1.4217 1.9820
1.3850 3.3026 0.5260
-1.4223 1.6682 0.1908
0.5200 -1.1093 1.6688
-0.2767 0.0296 -2.1198
0.5215 -0.0950 0.8178
-0.9194 0.0537 2.3849
-1.3199 -0.1931 0.2549
1.0683 -1.5265 -0.8900
-1.3757 -0.9457 0.5305
1.6411 -2.0745 -2.0685
0.3433 0.2761 -0.0008
-1.4354 3.3618 1.1759
-3.0797 -2.9878 0.7271
0.3232 3.9198 -4.7806
5.4317 2.0644 2.4520
-3.1446 -0.0352 -0.3833
0.3638 -0.8436 1.0687
-0.9083 2.1325 -0.2400
-1.4752 -1.8443 0.9096
5.1508 0.2828 2.2801
1.5805 -0.9271 -0.3524
2.1236 0.5420 1.8496
-0.9048 0.2448 -0.3793
-0.6449 -1.5307 0.4319
-0.7439 0.6811 -0.8654
-0.0373 -1.4808 -0.7754
-0.9302 -0.8546 -0.1737
-2.5672 1.4098 -1.6793
-0.6859 -0.7344 -0.0634
3.6051 0.6880 -0.6196
1.0096 0.6059 0.8471
0.6594 -0.8432 3.8505
0.0675 0.6465 -0.6580
-1.0002 -0.1203 -2.1300
-0.1377 -0.1069 7.3556
-0.6578 -1.9070 -0.6368
-2.9690 3.0044 -0.2799
1.9855 -1.4693 0.0922
1.7666 0.5930 0.6802
-7.1487 0.7000 -1.7329
-0.7353 1.6981 -1.9093
-0.3012 -0.9072 -1.5373
1.8537 -0.3347 -2.8289
1.1212 -1.5032 -1.6592
0.3351 -0.6957 0.9597
0.5415 0.0221 0.1618

The LUMO energy comes out at 2.27 eV. The calculation puts the calculated total energy at -105008.28372 eV. Its energy relative to the best compared isomer or geometry (same formula, charge and spin) is 144.3 kJ/mol. The calculation puts the orbital gap at 9.827 eV. Its net charge is -1.

List of Mulliken charges in e, atom by atom: atom 1 (B): 0.208, atom 2 (F): -0.471, atom 3 (F): -0.137, atom 4 (F): -0.353, atom 5 (F): -0.098, atom 6 (C): -0.852, atom 7 (C): 0.701, atom 8 (O): -0.664, atom 9 (C): -0.279, atom 10 (H): 0.015, atom 11 (H): 0.617, atom 12 (H): 0.121, atom 13 (H): -0.128, atom 14 (H): 0.315, atom 15 (H): 0.088, atom 16 (C): -0.438, atom 17 (C): 0.472, atom 18 (O): -0.630, atom 19 (C): -0.995, atom 20 (H): -0.109, atom 21 (H): 0.374, atom 22 (H): 0.411, atom 23 (H): 0.515, atom 24 (H): 0.071, atom 25 (H): 0.300, atom 26 (C): -0.865, atom 27 (O): -0.354, atom 28 (P): 0.876, atom 29 (O): -0.683, atom 30 (O): -0.314, atom 31 (C): -0.226, atom 32 (O): -0.129, atom 33 (C): -1.000, atom 34 (H): 0.320, atom 35 (H): 0.331, atom 36 (H): 0.389, atom 37 (H): 0.304, atom 38 (H): 0.057, atom 39 (H): 0.200, atom 40 (H): 0.316, atom 41 (H): 0.498, atom 42 (H): 0.289, atom 43 (C): -0.462, atom 44 (O): -0.287, atom 45 (P): 1.051, atom 46 (O): -0.758, atom 47 (O): -0.220, atom 48 (C): -0.817, atom 49 (O): -0.341, atom 50 (C): -0.225, atom 51 (H): 0.198, atom 52 (H): 0.300, atom 53 (H): 0.161, atom 54 (H): 0.225, atom 55 (H): 0.321, atom 56 (H): 0.328, atom 57 (H): 0.223, atom 58 (H): 0.133, atom 59 (H): 0.196, atom 60 (C): -0.190, atom 61 (O): -0.181, atom 62 (P): 0.775, atom 63 (O): -0.807, atom 64 (O): -0.403, atom 65 (C): -0.553, atom 66 (O): 0.024, atom 67 (C): -0.903, atom 68 (H): 0.044, atom 69 (H): 0.443, atom 70 (H): -0.132, atom 71 (H): 0.371, atom 72 (H): 0.348, atom 73 (H): 0.087, atom 74 (H): 0.303, atom 75 (H): 0.384, atom 76 (H): 0.353, atom 77 (C): -1.589, atom 78 (O): -0.327, atom 79 (P): 0.764, atom 80 (O): -0.804, atom 81 (O): 0.076, atom 82 (C): -0.839, atom 83 (O): -0.417, atom 84 (C): -0.674, atom 85 (H): 0.325, atom 86 (H): 0.396, atom 87 (H): 1.082, atom 88 (H): 0.242, atom 89 (H): 0.269, atom 90 (H): 0.440, atom 91 (H): 0.117, atom 92 (H): 0.497, atom 93 (H): 0.391